Version a
Density functional theory data (ωB97M-V with the def2-TZVPD basis set) for an isolated ion of composition C3H5N2O and charge +1.

Last column: Mulliken charge in e.
Atoms and positions in Å:
C 0.01979 -0.97363 0.03736  -0.418
C -0.94793 -0.00210 0.73105  -0.283
N 0.10514 0.45379 -0.08297  0.161
C 0.69731 1.26302 -0.77120  0.507
N 1.43048 1.67545 -1.72447  -0.195
O 0.58912 2.80430 -1.24006  -0.249
H 0.70718 -1.64646 0.71324  0.260
H -0.15242 -1.38848 -0.98742  0.313
H -2.00342 0.34053 0.51649  0.287
H -0.75069 0.03121 1.82830  0.252
H 2.35521 2.08345 -1.85308  0.364

- SMILES string = C1CN1C1=[NH+]O1
- total charge = +1
- LUMO level (eV) = -4.268
- orbital gap (eV) = 11.1

=====

Version b
Density functional theory data (ωB97M-V with the def2-TZVPD basis set) for an isolated ion of composition C3H5N2O and charge +1.

Last column: Mulliken charge in e.
Atoms and positions in Å:
C -1.77581 -0.22902 -1.37317  0.170
N -1.18993 0.21903 -0.48556  -0.045
C -0.37397 0.77359 0.57290  -0.294
C 1.09546 0.11389 0.45722  -0.432
N 0.82188 -1.21048 0.07979  0.014
O 1.72202 -1.98233 -0.22836  -0.279
H -2.32627 -0.67428 -2.23643  0.446
H -0.99540 0.45715 1.39638  0.307
H -0.26822 1.89802 0.56066  0.347
H 1.82779 0.60111 -0.15252  0.411
H 1.46243 0.03334 1.40909  0.354

- SMILES string = C#[N+]CCN=O
- total charge = +1
- LUMO level (eV) = -4.765
- orbital gap (eV) = 8.8

=====

Version c
Density functional theory data (ωB97M-V with the def2-TZVPD basis set) for C3H5N2O as an isolated structure.

Last column: Mulliken charge in e.
Atoms and positions in Å:
C 0.17733 -0.30515 0.63054  0.754
C -0.28632 0.83923 -0.84636  0.565
C 0.65320 -1.17656 1.62388  -0.797
N 0.69513 1.14439 -0.04855  -0.502
N -0.76574 1.28822 -1.96760  -0.300
O -0.81029 -0.37067 -0.22896  -0.274
H 0.79432 -2.18507 1.20242  0.333
H -0.13279 -1.32834 2.37999  0.342
H 1.56433 -0.81168 2.09711  0.322
H -0.33796 2.07862 -2.43595  0.285
H -1.55121 0.82700 -2.40652  0.272

- total charge = +1
- LUMO level (eV) = -6.071
- orbital gap (eV) = 9.3

=====

Version d
Density functional theory data (ωB97M-V with the def2-TZVPD basis set) for a 2-piece molecular cluster, C3H5N2O overall.

Last column: Mulliken charge in e.
Atoms and positions in Å:
C 2.64902 -0.49492 -0.48012  0.007
C 2.00154 -1.30006 -1.02583  0.037
C -0.28939 0.53386 0.25644  0.044
N 0.22867 0.46928 1.47563  -0.284
N -0.81929 -0.41960 -0.44018  0.017
O -1.46650 -0.35960 -1.59069  -0.311
H -1.70525 0.59067 -1.66066  0.375
H -0.20487 1.34632 -0.36130  0.361
H 0.30779 1.37644 1.89271  0.274
H 0.15577 -0.45304 1.87526  0.247
H -0.85749 -1.28934 0.05873  0.232

- total charge = +1
- LUMO level (eV) = -8.342
- orbital gap (eV) = 6.8

=====

Q: Which of them is the most stable? A: version c.

=====

Version a
Density functional theory data (ωB97M-V with the def2-TZVPD basis set) for C2H3N2OP as an isolated structure.

Last column: Mulliken charge in e.
Atoms and positions in Å:
C -0.35400 -1.38519 -0.55146  -0.308
C 0.21823 -0.49641 0.39259  -0.206
N -1.02229 -0.74052 -1.42875  0.361
N -1.24816 0.32739 -1.79745  -0.480
O 0.72053 1.77020 1.28004  -0.503
P 0.14742 1.14581 -0.07934  0.056
H -0.47387 -2.42950 -0.43134  0.365
H 0.83745 -0.73883 1.21631  0.398
H 1.17469 2.54704 1.39941  0.317

- LUMO level (eV) = -0.344
- orbital gap (eV) = 7.4

=====

Version b
Density functional theory data (ωB97M-V with the def2-TZVPD basis set) for an isolated molecule of C2H3N2OP.

Last column: Mulliken charge in e.
Atoms and positions in Å:
C -0.10835 0.43243 -1.47852  0.158
N 0.78431 -0.50866 -1.29139  -0.426
N 1.25615 -0.76991 -0.10857  -0.239
C 0.54666 -0.76095 0.93353  0.049
P -1.16065 -0.07472 0.81443  0.027
O -0.71869 1.00662 -0.46182  -0.341
H -0.50560 0.89851 -2.36134  0.395
H 0.94969 -1.07154 2.01555  0.313
H -1.04351 0.84822 1.93813  0.063

- SMILES string = C1=NN=CPO1
- LUMO level (eV) = 0.030
- orbital gap (eV) = 9.0

=====

Version c
Density functional theory data (ωB97M-V with the def2-TZVPD basis set) for an isolated molecule of C2H3N2OP.

Last column: Mulliken charge in e.
Atoms and positions in Å:
O -1.81266 1.37962 -0.72288  -0.516
C -0.93166 0.60768 -0.42640  0.446
C -0.97687 -0.62728 0.38346  -0.085
N 0.16824 -1.08761 0.66898  -0.387
N 1.25219 -0.60043 0.08127  -0.141
P 0.87057 0.73800 -1.12809  0.024
H -1.98406 -0.82383 0.86209  0.327
H 2.05316 -1.12348 0.37947  0.244
H 1.36109 1.53733 -0.09791  0.087

- SMILES string = O=c1cn[nH][pH]1
- LUMO level (eV) = 0.104
- orbital gap (eV) = 9.2

=====

Q: Which of them is the most stable? A: version c.

=====

Version a
Density functional theory data (ωB97M-V with the def2-TZVPD basis set) for C2H3N2OP as an isolated structure.

Last column: Mulliken charge in e.
Atoms and positions in Å:
C 0.64063 0.92411 0.00318  0.071
C 0.79437 -0.57913 0.00333  -0.246
N -0.52756 1.39229 0.00480  -0.499
N -2.98312 -0.45536 -0.02508  -0.641
O -0.50576 -1.08557 0.01831  -0.333
P -1.61527 0.06451 0.00403  0.746
H 1.51129 1.56292 0.00182  0.380
H 1.32972 -0.91057 -0.89513  0.259
H 1.35570 -0.91320 0.88473  0.263

- LUMO level (eV) = -0.394
- orbital gap (eV) = 9.2

=====

Version b
Density functional theory data (ωB97M-V with the def2-TZVPD basis set) for a 2-piece molecular cluster, C2H3N2OP overall.

Last column: Mulliken charge in e.
Atoms and positions in Å:
C -1.61511 -0.41990 0.12590  0.115
C 0.51587 -0.41818 0.12609  0.302
N -1.25841 -0.13467 -1.10189  -0.342
N 0.06261 -0.07307 -1.12027  -0.255
O -0.54148 -0.51001 0.94578  -0.260
P 2.19769 -0.30825 0.73284  -0.010
H -2.64698 -0.50673 0.47150  0.386
H 0.80793 2.78236 0.38172  0.013
H 2.47788 -0.41155 -0.56167  0.051

- LUMO level (spin up / spin down) (eV) = -1.929 / 0.016
- orbital gap (spin up / spin down) (eV) = 8.4 / 8.7

=====

Version c
Density functional theory data (ωB97M-V with the def2-TZVPD basis set) for an isolated molecule of C2H3N2OP.

Last column: Mulliken charge in e.
Atoms and positions in Å:
P 2.05548 0.42307 0.02071  -0.089
C 0.20874 0.17565 -0.29319  0.421
N -0.74541 0.93475 -0.58202  -0.322
N -2.06902 -0.11414 -0.20623  -0.336
C -1.44926 -1.12770 0.20201  0.071
O -0.06589 -1.09891 0.19694  -0.273
H 1.75126 1.34432 0.92251  0.058
H 2.15327 1.47413 -0.91650  0.078
H -1.83917 -2.01117 0.65576  0.393

- SMILES string = Pc1nnco1
- LUMO level (eV) = 0.755
- orbital gap (eV) = 11.3

=====

Version d
Density functional theory data (ωB97M-V with the def2-TZVPD basis set) for C2H3N2OP as an isolated structure.

Last column: Mulliken charge in e.
Atoms and positions in Å:
C -0.38668 -1.47046 0.00793  0.051
C -0.41655 1.46969 -0.16202  -0.074
N -1.35595 -0.68916 -0.28039  -0.452
N -1.33238 0.63505 -0.05498  -0.147
O 0.82831 -1.12175 0.41054  -0.346
P 1.57279 0.15927 -0.45735  0.055
H -0.41733 -2.47421 -0.00074  0.465
H -0.34845 2.51653 -0.19710  0.385
H 1.85624 0.97504 0.73412  0.063

- LUMO level (eV) = 0.368
- orbital gap (eV) = 8.7

=====

Q: Which of them is the most stable? A: version a.

=====

Version a
Density functional theory data (ωB97M-V with the def2-TZVPD basis set) for an isolated molecule of C2H6N6.

Last column: Mulliken charge in e.
Atoms and positions in Å:
H 2.10502 0.71120 -2.36605  0.230
N 1.80673 0.54938 -1.42056  -0.639
C 0.60309 0.51455 -1.04226  0.476
N -0.42625 -0.02959 -1.77790  -0.574
C -1.34764 -0.34049 -0.86045  0.139
N -0.74174 -0.38581 0.40478  0.219
N -1.87821 0.00094 1.13574  -0.742
N 0.46733 0.38596 0.41886  -0.051
N 1.59161 -0.41331 0.97417  -0.503
H -2.45186 -0.54799 -0.96110  0.355
H -2.00834 -0.62934 2.20797  0.269
H -1.88657 1.04178 1.39436  0.253
H 2.08240 -1.00383 0.10447  0.309
H 2.08441 0.14654 1.78798  0.258

- SMILES string = [H]/N=c1\ncn(N)n1N
- LUMO level (eV) = 0.359
- orbital gap (eV) = 9.2

=====

Version b
Density functional theory data (ωB97M-V with the def2-TZVPD basis set) for C2H6N6 as an isolated structure.

Last column: Mulliken charge in e.
Atoms and positions in Å:
C 0.86806 -1.41493 -0.01204  -0.028
C -0.05789 0.63690 -0.06056  0.275
H 2.03711 1.65328 0.63980  0.366
H 2.88118 0.39471 -0.85243  0.276
H 1.57433 -2.26887 0.16281  0.378
H -3.01646 -0.44624 -0.41642  0.306
H -2.66399 0.08218 1.07398  0.251
H -1.33279 2.06472 -0.18921  0.309
N 2.25316 0.45691 0.25367  -0.949
N 1.11763 -0.09030 -0.14372  0.439
N -0.46029 -1.69171 -0.06219  -0.730
N -0.98426 -0.37645 0.03408  0.652
N -2.32402 0.19753 0.04587  -0.774
N -0.22228 1.95950 -0.12528  -0.773

- LUMO level (eV) = 0.722
- orbital gap (eV) = 8.6

=====

Version c
Density functional theory data (ωB97M-V with the def2-TZVPD basis set) for C2H6N6 as an isolated structure.

Last column: Mulliken charge in e.
Atoms and positions in Å:
C 0.46710 0.41766 1.54350  0.061
C 1.27540 -0.03883 -0.32571  0.298
H -2.54741 -0.51124 0.89478  0.279
H -2.31952 1.32476 0.69809  0.282
H 0.45994 0.93088 2.55124  0.341
H 3.08447 -0.32544 -0.72873  0.303
H -0.20926 -1.69471 -1.00926  0.297
H -0.47334 -0.58568 -2.83626  0.346
N -2.04590 0.37983 1.14700  -0.640
N -0.62521 0.38244 0.69025  0.192
N 1.60572 0.05041 1.02333  -0.574
N 2.15475 -0.18113 -1.31838  -0.587
N -0.07891 0.45986 -0.81015  -0.012
N -0.74783 -0.60881 -1.51971  -0.587

- LUMO level (eV) = 0.310
- orbital gap (eV) = 9.1

=====

Q: Which of them is the most stable? A: version b.